# C36H94ClN6O18

A 9-piece molecular cluster, C36H94ClN6O18 overall in a non-equilibrium geometry (ωB97M-V/def2-TZVPD, the OMol25 dataset).

```
155
Properties=species:S:1:pos:R:3:forces:R:3
Cl 17.98617 -1.84606 21.17922 2.9 2.6 0.6
O 18.23495 -1.68940 19.75986 0.1 0.5 0.0
O 17.05635 -0.87815 21.66915 -0.4 0.0 -0.3
O 17.54047 -3.15796 21.36426 -1.3 -2.9 0.9
O 19.25586 -1.65551 21.93981 -1.1 -0.5 -0.9
O 22.27513 -2.96502 22.05935 0.4 -0.7 -0.2
H 22.82051 -3.27486 22.78239 0.2 0.4 0.4
H 21.39374 -2.91248 22.42897 -0.6 0.4 -0.1
O 20.82795 -3.46670 19.44165 0.7 0.1 0.4
H 20.38386 -4.23925 19.09211 -0.3 -0.2 -0.4
H 20.11896 -2.86789 19.67613 -0.2 0.5 0.1
C 16.80697 -6.22688 23.49619 -0.8 0.6 -0.2
O 16.97141 -7.59431 23.16637 0.2 -0.5 1.2
C 17.23898 -8.37254 24.36201 -0.7 -0.5 0.4
C 16.22976 -9.51303 24.62163 -0.9 0.7 -0.4
N 16.12857 -10.43401 23.52590 1.0 -0.9 -0.7
C 17.08639 -11.55233 23.58024 0.3 1.3 -0.4
C 17.22460 -12.08630 22.14749 0.8 -1.1 0.4
O 17.56639 -11.05559 21.19664 -0.2 -1.0 0.0
C 18.89695 -10.57519 21.33393 -0.3 0.9 0.9
H 15.93483 -6.05077 24.12583 -0.1 -0.3 0.4
H 16.58345 -5.62356 22.61634 0.4 -0.3 -0.3
H 17.66055 -5.78087 24.00667 0.3 -0.2 0.0
H 17.13070 -7.76713 25.26194 0.5 0.4 -0.1
H 18.23420 -8.80959 24.28055 0.3 0.2 0.0
H 15.24187 -9.06050 24.70768 -0.1 0.3 0.2
H 16.34938 -10.06303 25.55506 0.6 0.2 0.2
H 16.55201 -9.91957 22.76684 -0.9 0.3 -0.8
H 16.90819 -12.19440 24.44284 -0.5 -0.7 -0.6
H 18.08615 -11.17644 23.79768 0.5 0.3 0.3
H 16.38633 -12.71397 21.84505 -0.5 0.9 -0.4
H 18.03787 -12.81109 22.11068 0.4 -0.1 0.3
H 18.80307 -9.69438 21.96911 0.4 0.4 0.1
H 19.37439 -10.23987 20.41321 -0.6 -0.3 -0.4
H 19.60463 -11.23066 21.84153 -0.2 -0.6 0.0
C 14.59303 -4.92819 15.32762 -0.5 0.2 -1.0
O 14.77112 -4.12855 16.44024 0.1 0.1 1.1
C 14.50778 -2.74217 16.27375 0.6 -0.5 -0.2
C 14.86154 -2.03266 17.54785 -1.2 0.6 0.6
N 13.88939 -2.30095 18.64788 0.0 0.1 -1.2
C 14.44832 -2.02410 19.95588 0.2 -0.5 0.8
C 13.69716 -2.58451 21.16867 -0.3 -0.3 -0.9
O 12.48177 -1.94897 21.39475 -2.4 0.6 1.1
C 11.65246 -2.56842 22.42498 1.8 -0.7 -0.1
H 14.76928 -5.98057 15.55016 0.2 0.2 0.2
H 15.22480 -4.60475 14.50036 0.4 -0.1 -0.1
H 13.57907 -4.82822 14.94034 -0.4 -0.1 0.0
H 13.49524 -2.56815 15.90963 -0.4 0.0 0.3
H 15.15674 -2.30175 15.51680 0.3 -0.2 -0.4
H 14.82841 -0.98338 17.25457 0.0 0.3 0.4
H 15.88612 -2.24757 17.85140 0.3 -0.2 0.0
H 13.71182 -3.28934 18.53995 -0.2 -0.3 0.4
H 14.61759 -0.95571 20.08998 0.2 0.0 -0.1
H 15.37724 -2.58837 20.03851 0.7 0.4 0.1
H 14.32462 -2.54465 22.05908 0.3 0.0 0.0
H 13.48091 -3.62177 20.91293 0.1 -0.6 0.2
H 10.67336 -2.14449 22.64802 0.3 0.6 -0.8
H 12.19889 -2.62426 23.36646 0.3 0.6 0.3
H 11.53831 -3.63946 22.25781 -0.3 -0.2 -0.8
C 25.99494 -6.90524 24.96312 0.4 -0.6 1.4
O 25.08476 -6.62352 23.95431 -1.4 1.3 -1.9
C 23.98940 -7.51638 23.74093 2.6 -1.0 2.0
C 23.08584 -7.33736 22.54620 -0.3 0.4 -0.1
N 22.20414 -6.14191 22.77542 0.9 -1.2 2.3
C 21.12430 -6.27649 23.75892 -1.0 0.9 -1.3
C 20.38739 -4.93213 24.09961 -0.7 -1.5 0.5
O 21.14075 -3.95220 24.73049 0.5 0.2 -1.3
C 20.30153 -2.89717 25.22129 0.7 0.6 1.2
H 26.90032 -6.29999 24.91780 -0.3 0.3 -0.7
H 26.34671 -7.93682 24.97665 -0.2 -0.3 -0.3
H 25.59097 -6.69762 25.95399 -0.4 -0.1 0.2
H 23.47468 -7.68204 24.68737 -0.6 0.4 0.1
H 24.50061 -8.47210 23.62536 -0.3 -0.6 -0.6
H 22.49082 -8.24939 22.49887 -0.5 0.3 0.1
H 23.68022 -7.38222 21.63362 -0.2 1.0 -0.1
H 22.67451 -5.32475 23.13750 0.9 0.9 -1.2
H 21.55787 -6.71203 24.65915 0.3 0.0 0.2
H 20.42439 -6.99825 23.33788 -0.3 0.0 0.2
H 19.65893 -5.22407 24.85604 -0.5 -0.5 -0.1
H 19.81574 -4.59866 23.23352 0.2 0.3 -0.3
H 20.95440 -2.02688 25.28817 -0.1 -0.1 0.2
H 19.99097 -3.21067 26.21797 -0.1 0.2 0.2
H 19.40558 -2.55298 24.70465 0.2 -0.7 -1.0
C 25.06580 0.82758 15.80167 -0.1 0.3 -0.3
O 23.73082 0.92346 16.22376 -0.6 -0.6 1.0
C 23.08559 -0.37917 16.40381 2.2 0.4 -0.8
C 21.65031 -0.22806 16.65772 -0.3 1.3 1.1
N 21.35060 0.47608 17.97471 -0.1 -2.1 -2.1
C 19.95377 0.87033 17.88080 1.0 0.4 0.5
C 19.62982 1.77975 19.03038 -0.4 -0.7 0.2
O 20.46316 2.90748 19.05120 0.4 1.2 0.7
C 20.44394 3.54852 20.34022 -0.3 -0.5 -0.1
H 25.65192 1.66071 16.18953 -0.2 0.2 0.1
H 25.07375 0.89906 14.71405 0.3 -0.2 -0.2
H 25.58155 -0.07916 16.11779 -0.2 -0.3 0.1
H 23.64502 -0.94833 17.14624 -0.1 0.1 0.5
H 23.25309 -0.90782 15.46542 -0.2 -0.3 -0.3
H 21.14741 -1.18433 16.51379 0.0 -0.2 0.8
H 21.27855 0.34540 15.80857 -0.3 0.5 -0.1
H 21.98184 1.25571 18.09228 -0.2 0.3 -0.2
H 19.34568 -0.03168 17.94941 -0.2 0.0 0.1
H 19.77074 1.34897 16.91877 -0.3 0.3 -0.2
H 19.80783 1.19870 19.93525 -0.2 -0.1 0.3
H 18.57719 2.05367 18.95928 -0.2 0.2 0.2
H 19.45613 3.48786 20.79699 -0.4 0.2 -0.2
H 20.73505 4.59830 20.30376 0.0 -0.1 -0.5
H 21.07716 3.05722 21.07898 0.5 -0.3 -0.2
C 19.38736 -2.05005 12.13291 -0.9 0.7 1.7
O 18.91367 -1.59191 13.46535 1.4 -1.2 -0.8
C 18.88956 -2.73791 14.39692 0.1 2.0 -1.3
C 18.49825 -2.17266 15.73636 -0.3 0.0 0.1
N 18.91065 -3.07652 16.81442 -0.5 0.2 -0.3
C 18.16457 -4.35113 16.78143 0.4 0.3 0.4
C 18.05565 -4.97752 18.18067 -0.6 0.4 -0.2
O 19.25553 -5.53681 18.72464 -0.6 0.2 -0.6
C 18.99693 -6.06680 20.01598 0.5 0.6 -0.6
H 18.54587 -2.62613 11.74801 0.3 -0.2 -0.5
H 20.31008 -2.62750 12.18985 -0.1 -0.3 0.3
H 19.61870 -1.18927 11.50551 -0.4 0.1 0.2
H 19.89494 -3.14098 14.51879 0.1 -0.3 -0.3
H 18.18407 -3.42017 13.92269 0.0 -0.6 0.5
H 17.44459 -1.89356 15.73700 -0.6 -0.5 0.1
H 18.92645 -1.17294 15.80922 0.8 -0.2 0.2
H 18.70349 -2.62892 17.69581 0.1 0.2 0.3
H 18.61179 -4.97090 16.00425 0.3 -0.5 0.3
H 17.14322 -4.21363 16.42643 -0.4 0.2 0.2
H 17.19976 -5.65024 18.23536 0.3 -1.1 -0.6
H 17.62472 -4.25372 18.87243 0.6 0.9 0.2
H 18.59485 -5.29713 20.67480 -0.7 0.0 -0.1
H 19.97564 -6.24254 20.46247 0.1 -0.7 -0.2
H 18.36649 -6.93712 19.83386 0.0 -0.2 0.9
C 21.31302 0.68116 22.92556 0.3 -0.2 -0.4
O 22.45166 0.33601 22.15490 -0.7 0.8 0.4
C 23.61921 0.44164 22.92103 0.6 -0.6 -1.7
C 24.74262 0.89364 21.97315 0.4 -1.4 1.2
N 25.48959 -0.20321 21.28528 -1.0 1.0 0.3
C 26.23496 0.38709 20.17020 0.3 -1.0 0.6
C 27.23999 -0.60191 19.55436 -1.7 0.5 0.0
O 28.47764 -0.53704 20.21695 0.8 0.4 -0.7
C 29.53812 -1.11513 19.45943 -0.4 -1.0 0.2
H 21.11582 -0.13729 23.61791 -0.3 0.1 0.3
H 20.44752 0.82178 22.27808 0.1 -0.2 0.0
H 21.53268 1.61413 23.44462 -0.3 0.1 0.3
H 23.82036 -0.53881 23.35274 0.4 -0.3 0.2
H 23.63937 1.14690 23.75187 -0.8 0.4 0.0
H 25.39668 1.34338 22.72017 0.7 0.8 -0.5
H 24.35105 1.61444 21.25536 0.1 0.0 0.1
H 26.09114 -0.59097 21.99793 0.4 -0.1 -0.2
H 26.77282 1.27704 20.49700 0.2 0.3 -0.2
H 25.46676 0.65057 19.44320 0.2 0.1 -0.2
H 27.21457 -0.38340 18.48680 1.1 0.3 -0.3
H 26.76494 -1.58260 19.58055 0.2 -0.5 0.4
H 29.47065 -2.19764 19.56765 -0.1 -0.3 -0.2
H 30.54248 -0.88486 19.81483 -0.3 0.7 0.3
H 29.48311 -0.90925 18.39046 -0.1 0.4 0.0
```
Positions in Å, forces in eV/Å.

Values from the calculation:
* expectation value of S²: 0.7543
* frontier orbital gap (alpha / beta): 6.8 / 2.1 eV
* spin multiplicity: 2

These are the Löwdin partial charges, in e, on atoms 1 to 99: 0.63 -0.36 -0.32 -0.37 -0.38 -0.01 0.01 0.00 -0.05 -0.02 -0.01 -0.10 -0.18 -0.20 -0.21 -0.05 -0.20 -0.19 -0.18 -0.11 0.09 0.09 0.06 0.11 0.10 0.12 0.12 0.07 0.12 0.09 0.12 0.11 0.06 0.09 0.09 -0.13 -0.21 -0.22 -0.19 -0.04 -0.21 -0.24 -0.18 -0.09 0.09 0.08 0.08 0.13 0.11 0.12 0.11 0.10 0.13 0.09 0.12 0.12 0.08 0.07 0.07 -0.12 -0.17 -0.20 -0.07 0.24 -0.07 -0.22 -0.19 -0.06 0.10 0.09 0.09 0.12 0.14 0.14 0.15 0.13 0.14 0.13 0.12 0.13 0.09 0.09 0.10 -0.14 -0.20 -0.21 -0.20 0.00 -0.23 -0.24 -0.17 -0.09 0.08 0.08 0.07 0.12 0.12 0.11 0.11

=====

# C36H94N6O14

A 8-piece molecular cluster, C36H94N6O14 overall in a non-equilibrium geometry (ωB97M-V/def2-TZVPD, the OMol25 dataset).

```
150
Properties=species:S:1:pos:R:3:forces:R:3
C -4.77374 1.45984 1.86706 -0.7 1.4 1.7
O -3.42615 1.09455 1.75226 -0.5 -0.5 0.3
C -3.13785 0.84705 0.42367 2.3 -1.8 -0.9
C -1.83095 -0.04683 0.27820 -0.2 0.9 -0.4
N -0.57551 0.73261 0.30074 -1.8 0.7 1.0
C 0.56290 -0.09175 0.19162 0.4 -1.7 -0.1
C 1.81949 0.62553 0.30262 2.6 2.0 -0.7
O 2.17965 1.06432 1.65346 0.8 0.1 -1.4
C 3.59563 1.44740 1.80115 -1.2 -0.4 0.2
H -5.00264 1.42306 2.93233 0.0 0.1 0.1
H -5.59026 0.91443 1.39270 0.7 -0.9 -0.5
H -4.92726 2.49516 1.55979 0.1 0.3 -0.2
H -2.93518 1.77303 -0.11570 -0.3 0.1 -0.3
H -3.95180 0.25688 0.00168 -0.1 0.2 -0.4
H -1.79651 -0.53777 -0.69495 -0.5 0.0 -0.2
H -1.80368 -0.86829 0.99515 -0.3 0.0 0.4
H -0.54978 1.22085 1.18558 0.1 0.3 0.2
H 0.50028 -0.58898 -0.77662 0.4 0.1 -0.2
H 0.73352 -0.90785 0.89648 -1.0 -0.4 0.7
H 1.81069 1.45144 -0.41069 -0.3 0.9 0.4
H 2.63127 0.08472 -0.18603 0.3 -0.9 0.6
H 3.66283 1.82137 2.82259 0.1 -0.4 0.1
H 4.01625 2.23799 1.17879 -0.8 0.2 -0.6
H 4.23641 0.58656 1.60866 -0.1 -0.3 0.3
C -12.38067 3.05751 2.65005 -0.2 -0.6 0.3
O -11.46540 1.95129 2.58337 -0.4 0.8 2.0
C -10.98603 1.86531 1.29075 -0.1 -0.7 -0.4
C -10.14444 0.63480 0.98749 0.2 1.1 -0.7
N -10.85562 -0.64553 0.87564 0.9 0.9 -0.5
C -9.93364 -1.80269 0.79633 0.6 0.2 -0.5
C -8.82404 -1.76578 -0.35626 -1.4 1.4 1.5
O -7.89008 -0.70215 -0.06660 -0.2 -1.3 1.0
C -6.96952 -0.45804 -1.06257 1.0 0.5 -1.3
H -12.18857 3.88642 1.96806 0.5 -0.2 -0.4
H -12.38427 3.52754 3.63332 0.0 -0.5 0.2
H -13.35655 2.65008 2.38437 -0.3 0.3 0.2
H -10.34433 2.73954 1.17450 0.0 0.2 -0.8
H -11.90705 1.88782 0.70659 0.4 0.1 -1.1
H -9.26404 0.66889 1.63072 0.0 -0.5 0.6
H -9.69592 0.93560 0.04019 -0.1 -0.4 -0.4
H -11.46043 -0.63397 1.68488 0.0 -0.9 0.1
H -10.49395 -2.71435 0.58780 -0.3 0.1 0.0
H -9.45374 -1.96031 1.76295 0.4 0.0 0.0
H -9.33955 -1.55183 -1.29315 0.0 0.0 -0.2
H -8.38242 -2.76055 -0.41901 0.4 0.1 0.1
H -7.45772 0.09877 -1.86339 0.0 -0.4 -0.6
H -6.37249 -1.30276 -1.40888 -0.7 -0.8 -0.4
H -6.11462 0.17245 -0.81535 -0.5 0.6 1.1
C 6.74860 -0.99854 0.47998 0.1 -0.9 -0.6
O 7.03303 -0.94078 -0.91078 0.8 -0.8 -0.8
C 7.73257 -2.09077 -1.41447 1.0 -0.6 0.5
C 9.24146 -1.99483 -1.08331 0.4 -0.4 -0.2
N 10.15532 -3.03657 -1.61113 -0.6 0.5 -0.4
C 11.48062 -2.95518 -0.95325 -0.8 -0.6 -0.5
C 11.77239 -4.25630 -0.28981 -0.8 -0.9 1.4
O 11.63607 -5.37144 -1.12986 0.6 0.1 -1.0
C 12.05925 -6.60230 -0.58604 0.1 -0.4 -0.4
H 7.61757 -1.35174 1.03562 0.2 0.5 0.2
H 5.99585 -1.76814 0.65547 -0.4 0.1 0.1
H 6.38710 -0.01417 0.77562 0.2 -0.1 0.1
H 7.63259 -2.29271 -2.48116 -0.4 1.0 -0.2
H 7.32665 -3.01107 -0.99202 -0.2 -0.1 0.5
H 9.35383 -2.08312 -0.00202 -0.1 0.9 0.3
H 9.62395 -1.06512 -1.50468 -0.2 0.3 0.5
H 9.71352 -3.92116 -1.40325 0.4 -0.4 -0.1
H 11.44346 -2.18216 -0.18521 0.2 0.0 0.1
H 12.32342 -2.74345 -1.61177 -0.3 0.3 -0.5
H 10.97727 -4.49651 0.41805 0.0 0.8 1.0
H 12.73251 -4.21337 0.22556 0.2 -0.2 0.0
H 12.50196 -6.60880 0.41044 0.2 0.7 0.1
H 12.79561 -6.97112 -1.30015 0.0 -0.5 0.2
H 11.22449 -7.29624 -0.48369 -0.2 0.0 -0.4
C 1.77628 -2.99824 -2.20877 -0.1 0.5 -0.8
O 1.71010 -1.62281 -2.56399 -0.5 0.8 0.2
C 2.53822 -1.11835 -3.60711 1.2 -2.2 0.3
C 3.96564 -0.79474 -3.07271 -0.5 0.7 -1.2
N 4.19085 0.62173 -2.91302 -0.3 0.9 -1.9
C 5.45678 0.98841 -2.27913 -2.1 -0.7 1.4
C 5.54010 2.49112 -2.09709 -1.2 0.5 -2.0
O 4.39244 3.13100 -1.48011 0.8 -0.4 1.9
C 4.68087 4.48096 -1.22453 0.7 1.4 0.2
H 1.62874 -3.66742 -3.05784 -0.8 0.1 -0.5
H 0.96180 -3.06213 -1.48779 0.4 -0.6 0.2
H 2.73821 -3.39568 -1.88275 0.3 0.7 0.8
H 2.08208 -0.37913 -4.26551 -0.2 0.7 1.0
H 2.60135 -1.95281 -4.30732 0.5 -0.3 -0.2
H 4.66107 -1.12755 -3.84400 0.2 -0.2 0.0
H 4.19559 -1.35946 -2.16787 -0.2 -0.3 0.3
H 3.42679 1.11163 -2.46964 0.0 -0.1 0.1
H 6.33739 0.59118 -2.78350 -0.1 0.2 -0.3
H 5.28187 0.35928 -1.40559 1.5 0.8 1.1
H 5.32227 2.89253 -3.08806 1.2 -0.2 -0.8
H 6.51908 2.85961 -1.79089 -0.2 -0.1 0.6
H 4.46152 5.16852 -2.04227 -0.4 -0.3 -0.4
H 5.72285 4.72157 -1.00862 0.6 -0.7 -0.2
H 4.26482 4.95094 -0.33287 -1.0 -0.8 0.1
C -4.15971 0.35307 -4.76633 -0.4 -0.4 0.7
O -3.35477 -0.84228 -4.77841 0.2 0.7 -0.2
C -2.58095 -0.96531 -3.58154 -1.4 1.7 1.1
C -1.71056 -2.14426 -3.42236 0.7 -0.9 -1.2
N -2.55283 -3.31639 -3.35278 -0.8 -0.1 0.2
C -1.92265 -4.59332 -3.42997 1.0 -0.2 0.0
C -1.45501 -4.89122 -4.83269 -1.0 -1.3 -1.1
O -2.43069 -4.45344 -5.83610 1.7 -0.4 0.6
C -1.99193 -4.69229 -7.17053 -1.0 1.1 -0.5
H -3.65673 1.23947 -4.37845 0.7 0.1 -0.6
H -5.00799 0.33676 -4.07997 -0.2 -0.9 0.5
H -4.67308 0.52767 -5.71153 0.8 -0.2 -0.3
H -3.31372 -1.01951 -2.77484 -0.2 -0.1 0.4
H -2.02410 -0.05429 -3.35818 0.3 0.3 -0.5
H -1.03807 -2.03203 -2.57161 -0.4 0.1 0.4
H -1.01318 -2.20614 -4.25964 0.2 0.1 -0.5
H -3.01098 -3.35106 -4.25342 -1.0 0.8 0.0
H -2.58531 -5.39709 -3.10892 -0.2 0.2 0.2
H -1.00774 -4.64814 -2.83900 -0.1 0.0 0.5
H -1.51474 -5.97818 -4.89897 0.8 -0.3 -0.2
H -0.43189 -4.54757 -4.98660 -0.1 0.3 -0.6
H -2.88740 -4.49993 -7.76184 -0.1 -0.3 -0.1
H -1.59459 -5.66592 -7.45818 -0.1 -0.3 0.7
H -1.29799 -3.93588 -7.53889 0.4 0.1 0.4
C -3.31812 5.68382 7.80864 -2.4 1.4 0.2
O -3.31094 4.46170 7.13948 2.4 0.1 1.2
C -2.40455 4.57748 6.05723 -1.3 -2.7 -1.7
C -2.10248 3.16175 5.45289 1.1 0.6 0.1
N -1.08200 2.26263 6.15016 -1.9 2.1 -0.9
C 0.25526 2.83285 6.29331 0.9 -1.4 1.1
C 0.96952 3.61462 5.20687 -1.5 0.9 -1.1
O 0.74029 3.04488 3.92031 0.5 1.4 -0.9
C 0.99896 4.02830 2.86824 -0.5 -1.3 -0.3
H -2.43391 6.27486 8.04896 0.8 -0.9 -0.1
H -3.94356 5.63457 8.70013 0.2 -0.4 0.2
H -3.89142 6.36627 7.17854 -0.1 0.5 -0.3
H -1.47084 5.13639 6.12262 -0.1 0.2 1.0
H -3.03717 5.05937 5.31033 0.4 0.4 -0.7
H -1.77455 3.40030 4.43992 0.6 0.1 -0.2
H -3.00587 2.60221 5.20992 -0.2 -0.1 0.8
H -1.20494 1.38696 5.66269 1.0 -0.1 0.1
H 0.91725 2.03413 6.62908 -0.1 -0.4 -0.3
H 0.27122 3.44292 7.19727 -0.3 0.5 -0.1
H 2.02438 3.85009 5.35197 0.3 -0.6 0.5
H 0.50368 4.60072 5.17245 -0.1 0.4 0.0
H 0.45385 3.68557 1.98852 0.2 -0.4 -0.1
H 2.05457 4.11324 2.60924 0.2 -0.2 0.2
H 0.60081 5.03736 2.97989 -0.1 0.0 1.0
O -0.10190 3.41982 -1.33005 -0.1 0.5 -0.3
H 0.67297 3.56881 -0.78724 0.2 0.0 0.1
H -0.37245 2.52417 -1.12152 -0.1 -0.5 0.3
O 1.03458 -0.05419 4.91102 0.1 -0.2 0.3
H 1.29422 0.44687 4.13634 0.1 0.3 -0.4
H 0.13148 -0.31921 4.73395 -0.2 -0.1 -0.1
```
Positions in Å, forces in eV/Å.

Values from the calculation:
* structure (SMILES): COCCNCCOC.COCCNCCOC.COCCNCCOC.COCCNCCOC.COCCNCCOC.COCCNCCOC.O.O
* frontier orbital gap: 8.9 eV
* spin multiplicity: 1

These are the Löwdin partial charges, in e, on atoms 1 to 99: -0.12 -0.17 -0.21 -0.14 -0.05 -0.27 -0.22 -0.18 -0.06 0.09 0.08 0.09 0.13 0.10 0.09 0.12 0.12 0.11 0.13 0.11 0.11 0.08 0.07 0.07 -0.10 -0.19 -0.27 -0.22 -0.05 -0.17 -0.16 -0.22 -0.15 0.08 0.09 0.09 0.12 0.12 0.12 0.11 0.10 0.10 0.11 0.12 0.12 0.09 0.09 0.06 -0.09 -0.24 -0.19 -0.20 -0.06 -0.20 -0.26 -0.19 -0.11 0.08 0.09 0.08 0.12 0.12 0.10 0.13 0.09 0.11 0.12 0.13 0.13 0.08 0.09 0.08 -0.10 -0.24 -0.17 -0.20 -0.08 -0.19 -0.18 -0.19 -0.15 0.07 0.09 0.08 0.13 0.11 0.12 0.11 0.10 0.12 0.09 0.12 0.12 0.09 0.08 0.08 -0.10 -0.16 -0.24